Formula: C38H51N12O2
Source: OMol25
Level of theory: ωB97M-V with the def2-TZVPD basis set

Calculated values
Electronic energy in Ha: -2285.56525
Multiplicity: 1
Maximum force in hartree/bohr: 0.1828
HOMO level in eV: -9.4383
Net charge: +1

Cartesian coordinates (Å):
N1 -0.26029 1.24250 2.32902
C1 -0.51386 0.88345 1.02798
N2 -1.11354 1.62868 -0.14405
C2 -1.10234 0.71964 -1.36411
N3 -0.50048 -0.55279 -0.78738
C3 -0.20727 -1.83335 -1.54461
C4 1.19702 -1.54591 -2.40136
C5 2.41306 -0.94446 -1.47876
C6 3.68420 -0.33446 -2.37740
O1 4.80142 -1.04948 -2.58341
O2 3.55229 1.06183 -2.90661
N4 -0.14642 -0.51425 0.57953
H1 -0.26479 0.45366 3.04308
H2 0.01130 2.18959 2.67487
H3 -1.44256 0.89267 -2.47175
H4 -0.15022 -2.79463 -0.87706
H5 -1.04578 -2.02663 -2.35179
H6 1.53604 -2.54561 -2.95668
H7 0.88648 -0.79913 -3.27887
H8 2.09292 -0.05282 -0.76981
H9 2.78799 -1.83084 -0.78361
H10 3.42635 1.61242 -2.05492
H11 0.30144 -1.29464 1.14740
N5 -0.96818 0.94535 5.80279
C7 -1.54267 1.79566 6.71135
C8 -1.63771 1.13220 7.91426
C9 -1.09605 -0.16179 7.72605
C10 -0.68759 -0.24897 6.41399
H12 -0.77985 1.16506 4.83331
H13 -1.83534 2.79679 6.42449
H14 -2.05128 1.53693 8.82885
H15 -1.01230 -0.94542 8.46793
H16 -0.22374 -1.05695 5.86410
N6 -0.84708 -5.29463 1.16082
C11 -1.34415 -6.56313 1.31041
C12 -0.33138 -7.45296 1.02989
C13 0.81860 -6.69434 0.70545
C14 0.47258 -5.36475 0.79711
H17 -1.37164 -4.44048 1.29824
H18 -2.37364 -6.72359 1.60132
H19 -0.41179 -8.53191 1.05726
H20 1.79430 -7.07674 0.43478
H21 1.05055 -4.46495 0.63381
N7 1.63022 1.11117 9.96765
C15 1.31798 0.16660 10.91043
C16 2.30525 0.18068 11.87028
C17 3.24286 1.17277 11.49626
C18 2.79975 1.73346 10.31931
H22 1.08285 1.31744 9.14214
H23 0.42325 -0.43418 10.81701
H24 2.34516 -0.45411 12.74594
H25 4.14390 1.44896 12.02853
H26 3.21614 2.51898 9.70291
N8 -4.01178 -2.25866 -1.70160
C19 -4.53567 -3.44920 -2.13369
C20 -5.80885 -3.20957 -2.60038
C21 -6.05940 -1.82472 -2.44990
C22 -4.93195 -1.26145 -1.89536
H27 -3.09009 -2.13509 -1.30304
H28 -3.95981 -4.36278 -2.07078
H29 -6.48374 -3.95177 -3.00655
H30 -6.96456 -1.29522 -2.71786
H31 -4.70680 -0.23934 -1.62156
N9 -0.04986 1.16671 -5.79525
C23 -0.57375 -0.02383 -6.22734
C24 -1.84692 0.21580 -6.69403
C25 -2.09748 1.60066 -6.54355
C26 -0.97003 2.16393 -5.98901
H32 0.87183 1.29028 -5.39669
H33 0.00212 -0.93741 -6.16443
H34 -2.52182 -0.52640 -7.10020
H35 -3.00264 2.13016 -6.81151
H36 -0.74488 3.18604 -5.71522
N10 -4.90803 -5.45416 3.43820
C27 -3.80117 -4.65811 3.29779
C28 -4.06546 -3.45072 3.90488
C29 -5.37570 -3.52329 4.43522
C30 -5.87142 -4.77234 4.13511
H37 -4.99934 -6.39742 3.08386
H38 -2.92318 -5.01741 2.77793
H39 -3.38736 -2.60908 3.96087
H40 -5.90082 -2.74812 4.97821
H41 -6.82519 -5.23262 4.35610
N11 1.52293 4.23685 -7.16796
C31 1.02085 5.36226 -7.76788
C32 2.08317 6.14933 -8.15286
C33 3.26776 5.47195 -7.77716
C34 2.89245 4.29256 -7.17375
H42 0.96955 3.48280 -6.78220
H43 -0.04651 5.50705 -7.86778
H44 2.01258 7.10725 -8.65159
H45 4.28508 5.80798 -7.93086
H46 3.48110 3.49095 -6.74797
N12 5.37232 5.24571 -4.17562
C35 4.87024 6.37112 -4.77554
C36 5.93256 7.15819 -5.16052
C37 7.11715 6.48081 -4.78482
C38 6.74184 5.30142 -4.18141
H47 4.81894 4.49166 -3.78986
H48 3.80288 6.51590 -4.87544
H49 5.86197 8.11611 -5.65925
H50 8.13447 6.81684 -4.93852
H51 7.33048 4.49981 -3.75563

Cartesian forces (eV/Å) of the 3 atoms listed first:
N -0.27 -0.95 -0.11
C -0.34 -1.91 -4.25
N 1.78 -4.27 -0.24


Formula: C38H52Br6F24O16
Source: OMol25
Level of theory: ωB97M-V with the def2-TZVPD basis set

Calculated values
SMILES: CCOC(=O)C(F)(F)F.CCOC(=O)C(F)(F)F.CCOC(=O)C(F)(F)F.CCOC(=O)C(F)(F)F.CCOC(=O)C(F)(F)F.CCOC(=O)C(F)(F)F.CCOC(=O)C(F)(F)F.CCOC(=O)C(F)(F)F.BrCCBr.BrCCBr.BrCCBr
ΔE to the lowest compared entry with this formula, charge and spin in eV: 0.0000
Electronic energy in Ha: -20523.96763
Multiplicity: 1
Maximum force in hartree/bohr: 0.0932
HOMO level in eV: -10.2474
Net charge: 0

Cartesian coordinates (Å):
C1 1.88439 4.59665 -0.21642
C2 0.87465 3.46944 -0.04883
O1 1.60795 2.19288 -0.13295
C3 2.15979 1.89072 -1.30130
O2 2.01026 2.38713 -2.37904
C4 3.18422 0.79968 -1.16888
F1 3.25669 0.08328 -2.27755
F2 4.35666 1.40043 -0.99212
F3 3.04879 -0.08550 -0.09599
H1 1.41766 5.55777 -0.01490
H2 2.26684 4.61699 -1.24894
H3 2.71251 4.47359 0.48793
H4 0.11852 3.56765 -0.82053
H5 0.32708 3.32636 0.92988
C5 -1.37174 4.48214 7.13762
C6 -0.34068 3.53888 7.56852
O3 -0.44884 2.38386 6.68779
C7 0.35336 2.25694 5.64061
O4 1.16012 3.04142 5.25330
C8 0.10928 0.84300 4.99481
F4 0.77312 0.73827 3.86825
F5 0.64038 0.02690 5.89782
F6 -1.14281 0.60163 4.82516
H6 -1.42272 5.47682 7.56931
H7 -2.37489 4.04951 7.25498
H8 -1.32237 4.68739 6.00925
H9 -0.56488 3.02070 8.51244
H10 0.67706 3.86375 7.62146
C9 4.20973 -0.51280 3.25301
C10 3.29086 -1.45074 3.97856
O5 4.20254 -2.56814 4.32481
C11 3.67364 -3.40346 5.22434
O6 2.72363 -3.13912 5.90401
C12 4.50728 -4.71723 5.48320
F7 5.66947 -4.75346 4.83215
F8 4.80753 -4.88839 6.80025
F9 3.72118 -5.64864 5.07521
H11 4.62783 -0.92033 2.32375
H12 5.10173 -0.28694 3.89800
H13 3.80962 0.48287 3.08655
H14 2.40018 -1.86616 3.41552
H15 3.00455 -0.98533 4.93820
C13 5.66127 -4.39346 0.49855
C14 4.32807 -4.45620 1.24256
O7 4.10892 -5.85789 1.47911
C15 2.90364 -6.01512 1.96599
O8 2.18884 -5.11298 2.36598
C16 2.44108 -7.44978 1.95332
F10 3.11689 -8.17135 2.83237
F11 1.18122 -7.46708 2.34737
F12 2.56460 -7.96556 0.74017
H16 5.58667 -5.10709 -0.34733
H17 6.49000 -4.72661 1.18174
H18 5.92767 -3.37270 0.26631
H19 3.48529 -4.16090 0.57668
H20 4.22584 -3.92840 2.20548
C17 4.21996 -3.15862 -3.18555
C18 3.56911 -4.44797 -3.63521
O9 2.08555 -4.27107 -3.70332
C19 1.35216 -4.51558 -2.66695
O10 1.62367 -4.78906 -1.55660
C20 -0.17316 -4.22888 -2.96008
F13 -0.84010 -5.33494 -3.22934
F14 -0.76987 -3.56961 -1.95037
F15 -0.26596 -3.43355 -4.03416
H21 3.84456 -2.36370 -3.86865
H22 5.30035 -3.23833 -3.40672
H23 4.06944 -2.84351 -2.14614
H24 3.75372 -5.31453 -2.95596
H25 3.80719 -4.75969 -4.65216
C21 -5.33137 1.66450 2.45057
C22 -4.17707 2.19201 3.23211
O11 -3.89319 3.63174 2.94355
C23 -2.62581 3.88697 2.60224
O12 -1.67146 3.21484 2.69243
C24 -2.62338 5.46023 2.23439
F16 -1.41158 5.84775 1.85754
F17 -3.58360 5.70634 1.28509
F18 -2.88672 6.17149 3.35146
H26 -5.13953 1.73678 1.38856
H27 -6.27272 2.15695 2.60218
H28 -5.45333 0.56576 2.65707
H29 -3.32784 1.62688 2.86216
H30 -4.30128 2.11357 4.34349
C25 0.58957 4.21592 -5.37526
C26 -0.37695 4.02144 -4.22780
O13 -1.41104 4.94367 -4.46127
C27 -2.39462 4.94085 -3.55324
O14 -2.49650 4.07308 -2.69809
C28 -3.36329 6.13635 -3.71225
F19 -4.10235 6.28540 -2.63092
F20 -2.68723 7.27323 -4.04322
F21 -4.20087 5.84615 -4.72403
H31 0.93517 5.23510 -5.31660
H32 0.08774 4.07157 -6.35516
H33 1.46385 3.53121 -5.36215
H34 0.07256 4.29581 -3.22535
H35 -0.84070 3.04004 -4.14634
C29 -2.39739 1.55905 -0.31159
C30 -2.01531 0.34497 -1.11422
O15 -1.24627 -0.53583 -0.24620
C31 -0.13456 -0.96191 -0.71607
O16 0.41500 -0.76161 -1.71329
C32 0.48206 -2.03443 0.24648
F22 0.71564 -1.52672 1.48753
F23 -0.40342 -2.97291 0.39644
F24 1.62530 -2.52366 -0.18325
H36 -3.21413 1.29215 0.32118
H37 -2.66576 2.36302 -0.98803
H38 -1.50438 1.85721 0.35752
H39 -1.38520 0.64291 -1.94958
H40 -2.85019 -0.20647 -1.42414
Br1 -6.15126 -0.32431 -0.50842
C33 -5.99994 0.92449 -1.91989
C34 -7.36460 1.48138 -2.22558
Br2 -8.08670 2.65924 -0.80726
H41 -5.65527 0.42926 -2.84911
H42 -5.27086 1.68806 -1.69115
H43 -8.10526 0.73773 -2.40512
H44 -7.37189 2.20602 -3.03374
Br3 -4.27312 -5.22421 -2.25221
C35 -4.47604 -4.19095 -3.86114
C36 -4.24011 -2.75689 -3.55637
Br4 -4.53532 -1.89680 -5.31253
H45 -5.45805 -4.42510 -4.24306
H46 -3.71104 -4.58559 -4.50269
H47 -3.19489 -2.63038 -3.23415
H48 -4.89514 -2.22911 -2.84204
Br5 3.48127 0.10767 -5.66038
C37 1.62298 0.10405 -4.89770
C38 0.65745 -0.22491 -5.94989
Br6 -1.07442 -0.11822 -5.05834
H49 1.42794 1.03888 -4.50871
H50 1.60383 -0.51734 -3.99672
H51 0.81368 -1.24520 -6.18885
H52 0.77208 0.39455 -6.78519

Cartesian forces (eV/Å) of the 3 atoms listed first:
C -0.06 -0.06 0.36
C -0.10 -0.37 0.82
O -0.13 0.22 -0.82